# C72H156F6O4P4

A cluster of 6 separate species, C72H156F6O4P4 in total (the ωB97M-V functional and the def2-TZVPD basis, the OMol25 dataset).

Geometry as XYZ:
```
242
Properties=species:S:1:pos:R:3:lowdin_charge:R:1
C -8.35611 -3.58954 9.58397 -0.151
C -7.09743 -4.02833 9.09776 -0.291
C -6.94380 -3.76138 7.54376 -0.184
C -5.81581 -4.71852 6.98065 -0.251
P -5.18005 -4.40404 5.30797 1.012
C -6.45237 -4.89559 4.14339 -0.241
C -6.27047 -4.28356 2.68490 -0.227
C -7.47507 -4.54135 1.79319 -0.255
C -7.44869 -3.80287 0.41515 -0.083
C -3.48184 -5.22854 5.04608 -0.236
C -2.38436 -4.68372 5.93828 -0.259
C -1.07038 -5.54842 5.89538 -0.225
C -0.18080 -5.34141 4.59243 -0.076
C -4.77463 -2.65292 5.20991 -0.278
C -5.89577 -1.60294 5.19954 -0.226
C -5.59987 -0.43931 6.15458 -0.268
C -4.64695 0.56729 5.50276 -0.110
H -9.28880 -4.09527 9.33413 0.093
H -8.53728 -2.61494 9.13071 0.083
H -8.33485 -3.40578 10.65815 0.091
H -6.99984 -5.10522 9.23518 0.112
H -6.32628 -3.54680 9.69906 0.122
H -6.69732 -2.70474 7.43946 0.085
H -7.89109 -3.89952 7.02255 0.111
H -6.07792 -5.77605 6.94858 0.100
H -4.95844 -4.63775 7.64886 0.089
H -7.30278 -4.41662 4.62866 0.085
H -6.55120 -5.98007 4.19049 0.108
H -5.36113 -4.69737 2.24906 0.112
H -6.03384 -3.21966 2.69981 0.101
H -8.31884 -4.12713 2.34507 0.104
H -7.65989 -5.60841 1.66940 0.110
H -7.75837 -2.75991 0.48178 0.073
H -8.26165 -4.22320 -0.17690 0.069
H -6.50857 -3.95552 -0.11490 0.077
H -3.20679 -5.04745 4.00702 0.093
H -3.59384 -6.31226 5.07917 0.100
H -2.66828 -4.64303 6.98987 0.098
H -2.09197 -3.67451 5.64828 0.105
H -1.32009 -6.60861 5.93696 0.096
H -0.55190 -5.40636 6.84359 0.097
H 0.76809 -5.87538 4.64318 0.071
H 0.02026 -4.28418 4.41935 0.064
H -0.84180 -5.60577 3.76703 0.062
H -4.21970 -2.57053 4.27538 0.105
H -4.08725 -2.49744 6.04144 0.097
H -6.84762 -2.06358 5.46389 0.090
H -5.92810 -1.16400 4.20234 0.114
H -5.21822 -0.70696 7.13987 0.103
H -6.40585 0.20497 6.50588 0.108
H -4.94607 1.04367 4.56912 0.080
H -3.76676 -0.00379 5.20741 0.066
H -4.33803 1.35412 6.19093 0.075
C 10.36147 5.08566 -3.27333 -0.093
C 9.95341 3.59913 -3.34636 -0.249
C 8.67274 3.23916 -2.51071 -0.227
C 8.48643 1.72430 -2.37516 -0.290
P 7.05249 1.27495 -1.44407 1.041
C 5.65706 2.37179 -1.77921 -0.269
C 5.04558 2.11195 -3.18797 -0.223
C 3.85444 3.05892 -3.49577 -0.251
C 4.29742 4.49382 -3.75967 -0.102
C 6.51326 -0.45938 -1.67604 -0.253
C 6.73037 -1.06459 -3.05621 -0.284
C 6.24797 -2.47984 -3.21378 -0.270
C 6.65582 -3.04635 -4.56475 -0.100
C 7.44615 1.58410 0.39985 -0.218
C 6.13856 1.49046 1.23256 -0.242
C 6.44409 0.68738 2.51590 -0.251
C 6.47195 -0.84470 2.25330 -0.099
H 10.95531 5.19710 -2.36611 0.074
H 9.54202 5.78835 -3.12223 0.070
H 10.87252 5.36155 -4.19572 0.079
H 10.81194 2.95959 -3.14138 0.107
H 9.83573 3.26479 -4.37712 0.103
H 7.80436 3.76265 -2.91068 0.101
H 8.89078 3.65269 -1.52605 0.106
H 9.32133 1.15044 -1.97302 0.117
H 8.45451 1.27251 -3.36660 0.102
H 6.07330 3.37870 -1.74808 0.085
H 4.81642 2.34316 -1.08596 0.106
H 4.72588 1.07005 -3.16924 0.095
H 5.77965 2.28916 -3.97400 0.112
H 3.10087 3.13980 -2.71238 0.109
H 3.34144 2.65558 -4.36884 0.111
H 4.38771 4.90869 -2.75576 0.069
H 3.61017 5.00981 -4.43015 0.085
H 5.26664 4.54434 -4.25582 0.070
H 5.46193 -0.38307 -1.39860 0.097
H 6.90816 -1.12752 -0.91070 0.099
H 7.81009 -1.08614 -3.20400 0.112
H 6.24907 -0.54332 -3.88369 0.113
H 5.15991 -2.46308 -3.15101 0.121
H 6.77931 -3.01734 -2.42837 0.116
H 6.09914 -2.57358 -5.37388 0.077
H 6.33845 -4.07277 -4.74871 0.077
H 7.73140 -2.91863 -4.68694 0.081
H 7.91442 2.56690 0.45390 0.086
H 8.19966 0.90379 0.79671 0.090
H 5.39713 0.96485 0.63080 0.081
H 5.72295 2.47457 1.44913 0.109
H 5.65653 0.91383 3.23463 0.101
H 7.36081 0.87199 3.07593 0.110
H 5.62253 -1.22052 1.68291 0.077
H 6.64232 -1.33605 3.21124 0.077
H 7.40016 -1.08395 1.73437 0.058
C 0.82614 13.53318 4.24263 -0.096
C 1.81760 12.39454 4.29609 -0.301
C 1.21486 11.03794 4.27905 -0.262
C 2.25095 9.91633 4.33761 -0.275
P 1.62914 8.19687 4.46039 1.057
C 0.67360 8.13221 6.06352 -0.228
C 0.22923 6.74175 6.68563 -0.216
C -0.93078 6.93357 7.67035 -0.289
C -0.52321 7.18722 9.08602 -0.109
C 0.61410 7.79247 2.98207 -0.251
C 0.19256 6.31411 3.04135 -0.249
C -0.20074 5.92363 1.64611 -0.287
C -1.61628 6.32229 1.24354 -0.090
C 3.11688 7.00417 4.61345 -0.221
C 4.37765 7.62451 5.29786 -0.262
C 5.39323 6.52413 5.48871 -0.266
C 6.32621 6.85029 6.68972 -0.094
H 1.31427 14.49880 4.37456 0.084
H 0.05569 13.42340 5.00582 0.078
H 0.31610 13.54825 3.27944 0.081
H 2.45182 12.51058 5.17496 0.119
H 2.44320 12.48396 3.40799 0.118
H 0.72566 10.97613 3.30695 0.121
H 0.50300 11.06711 5.10399 0.117
H 2.95889 9.97591 5.16427 0.087
H 2.94248 9.91916 3.49508 0.107
H -0.15199 8.84121 6.00174 0.088
H 1.33886 8.62376 6.77338 0.091
H 0.95771 6.09097 7.16927 0.112
H -0.10209 6.11171 5.86018 0.075
H -1.45351 5.97884 7.61243 0.111
H -1.60289 7.74368 7.38733 0.110
H -1.38261 7.18286 9.75648 0.082
H -0.09463 8.18575 9.17173 0.080
H 0.11069 6.35316 9.38708 0.080
H 1.23877 8.09486 2.14157 0.107
H -0.21019 8.49791 3.08693 0.099
H -0.53655 6.17461 3.83950 0.107
H 0.99055 5.62843 3.32625 0.100
H -0.18413 4.84388 1.49784 0.109
H 0.49240 6.20576 0.85361 0.110
H -2.26486 5.62892 1.77896 0.078
H -1.79449 6.18136 0.17748 0.085
H -1.88742 7.31994 1.58890 0.071
H 3.45791 7.01640 3.57824 0.089
H 2.71802 6.01272 4.82800 0.088
H 4.07491 8.01637 6.26889 0.099
H 4.78675 8.54455 4.88042 0.118
H 5.97029 6.45171 4.56683 0.110
H 5.02324 5.51824 5.68721 0.107
H 6.99044 7.66408 6.39876 0.076
H 6.93829 5.98011 6.92693 0.072
H 5.79324 7.09432 7.60867 0.075
C 2.24381 -8.22746 -1.75686 -0.100
C 0.71888 -8.74218 -1.97299 -0.227
C 0.42581 -8.95249 -3.48708 -0.236
C 0.46598 -7.59462 -4.31765 -0.215
P -1.05813 -7.21166 -5.39286 1.088
C -1.08472 -5.48589 -6.01986 -0.273
C 0.31426 -4.81039 -6.14102 -0.241
C 0.25835 -3.51772 -6.99004 -0.214
C -0.79238 -2.38427 -6.43523 -0.067
C -2.72249 -7.73885 -4.73047 -0.243
C -3.85220 -7.20396 -5.63051 -0.281
C -5.22267 -7.54010 -5.11740 -0.245
C -6.37782 -7.08919 -6.06654 -0.088
C -0.71453 -8.22705 -6.97967 -0.248
C -0.80452 -9.73729 -6.68717 -0.216
C -0.51764 -10.59133 -8.05433 -0.224
C -1.57072 -10.24758 -9.11901 -0.104
H 2.32518 -7.14148 -1.80305 0.058
H 2.96662 -8.81595 -2.32196 0.067
H 2.45500 -8.26444 -0.68815 0.058
H 0.20497 -7.94836 -1.43091 0.102
H 0.63337 -9.67136 -1.40959 0.099
H -0.60567 -9.29257 -3.39495 0.083
H 1.08395 -9.77246 -3.77448 0.108
H 1.35107 -7.60070 -4.95379 0.093
H 0.50068 -6.79654 -3.57606 0.082
H -1.75268 -5.00328 -5.30640 0.093
H -1.57853 -5.47683 -6.99155 0.103
H 1.00730 -5.48822 -6.63935 0.094
H 0.74460 -4.66637 -5.14997 0.108
H -0.09495 -3.74040 -7.99686 0.095
H 1.22164 -3.02243 -7.11202 0.096
H -0.74319 -1.47418 -7.03308 0.070
H -0.55309 -2.33737 -5.37286 0.063
H -1.81778 -2.75216 -6.39890 0.053
H -2.75665 -7.28438 -3.74033 0.103
H -2.78524 -8.81272 -4.55448 0.090
H -3.76361 -7.59582 -6.64377 0.114
H -3.75154 -6.12439 -5.74233 0.105
H -5.30200 -7.11173 -4.11824 0.116
H -5.23128 -8.62681 -5.03323 0.108
H -6.57212 -7.58769 -7.01620 0.073
H -6.22588 -6.04286 -6.33154 0.070
H -7.39196 -7.10240 -5.66723 0.069
H 0.25362 -7.82969 -7.28443 0.095
H -1.53580 -7.77768 -7.53795 0.067
H -1.75794 -10.10857 -6.31135 0.098
H -0.14716 -10.06817 -5.88312 0.082
H -0.52703 -11.65722 -7.82651 0.101
H 0.47754 -10.26906 -8.36068 0.097
H -2.56117 -10.48608 -8.73142 0.076
H -1.32888 -10.86691 -9.98275 0.080
H -1.50796 -9.16756 -9.25209 0.058
C -5.20119 7.10416 -10.18900 -0.440
O -4.08185 6.32548 -9.58851 -0.126
O -6.06134 6.13982 -10.80129 -0.284
C -5.70657 8.24939 -9.32431 -0.583
F -4.81898 8.91754 -8.55338 0.099
F -6.24027 9.21551 -10.09592 0.115
F -6.63676 7.89713 -8.42312 0.113
C -4.44681 5.74990 -8.28192 -0.298
C -3.36159 4.86465 -7.79382 -0.125
H -3.39827 3.94308 -8.37474 0.068
H -2.38214 5.29868 -7.99479 0.067
H -3.45214 4.61945 -6.73563 0.062
H -5.30798 5.08601 -8.35767 0.111
H -4.64219 6.46531 -7.48309 0.100
H -4.56963 7.56124 -10.95078 0.121
C -1.38611 -2.76387 -0.27248 -0.456
O -2.35425 -1.70422 -0.30689 -0.138
O -1.80584 -3.82265 -1.13634 -0.309
C 0.07871 -2.12995 -0.14057 -0.615
F 1.03776 -2.90492 0.32761 0.131
F 0.56182 -1.56580 -1.20661 0.144
F 0.06013 -1.09457 0.74429 0.082
C -2.49428 -0.91730 -1.51850 -0.268
C -3.70102 0.02156 -1.39511 -0.078
H -3.81556 0.68886 -2.24932 0.073
H -4.60677 -0.55413 -1.20463 0.068
H -3.41992 0.62740 -0.53368 0.064
H -2.56704 -1.54699 -2.40523 0.103
H -1.61472 -0.29285 -1.67516 0.098
H -1.51536 -3.06576 0.76688 0.109
```

Summary:
Total charge: +2
HOMO-LUMO gap, eV: 1.99
E_LUMO, eV: -3.80
ΔE to the lowest compared entry with this formula, charge and spin, kJ/mol: 63.6
Maximum force, hartree/bohr: 0.1137
Multiplicity: 1